{"formula": "C3H7NO2S", "method": "wB97M-V/def2-TZVPD", "species": ["N", "C", "C", "S", "C", "O", "O", "H", "H", "H", "H", "H", "H", "H"], "positions_angstrom": [[0.6042, -0.4150, -1.5897], [0.0227, 0.2921, -0.4766], [0.5643, -0.1374, 0.9077], [2.4152, 0.0240, 0.9186], [-1.4587, -0.0207, -0.4486], [-1.9972, -0.8708, -1.0992], [-2.1077, 0.6871, 0.4979], [0.2203, -1.3470, -1.6735], [1.6125, -0.4467, -1.5232], [0.1944, 1.3639, -0.5755], [0.2425, -1.1454, 1.1227], [0.3048, 0.5617, 1.6933], [2.4355, 0.9602, 1.8715], [-3.0528, 0.4941, 0.3744]], "e_homo_ev": -9.4, "total_charge": 0, "max_force_ev_per_a": 1.380}